{"formula": "C3HF3", "method": "the ωB97M-V functional and the def2-TZVPD basis", "total_charge": 0, "e_above_lowest_kcal_mol": 160.0, "orbital_gap_ev": [8.191, 8.462], "max_force_ev_per_a": 4.12, "elements": ["C", "C", "C", "F", "F", "F", "H"], "positions_angstrom": [[1.76069, 0.03528, 0.71637], [2.71282, 0.21840, 1.38978], [-0.86047, -0.08213, -0.39512], [-1.85590, 0.20994, 0.46657], [-0.65977, 0.92846, -1.16483], [-1.31751, -1.18308, -1.07017], [0.22014, -0.12688, 0.05740]], "atomic_forces_ev_per_a": [[-3.393, -0.640, -2.241], [3.168, 0.603, 2.182], [-0.887, -1.294, 0.880], [1.014, -0.074, 0.046], [-0.485, 1.490, -2.004], [1.277, 1.152, 0.487], [-0.694, -1.237, 0.649]], "nbo_charge": [-0.1993, 0.1149, 0.9014, -0.3167, -0.2995, -0.3200, 0.1193]}